<A>
Density functional theory data (ωB97M-V/def2-TZVPD) for C14H18N2O4 in the gas phase.

Last column: Mulliken charge in e.
Positions of all 38 atoms, in Å:
O (-1.93329, 0.58103, 2.08027)  -0.548
O (-1.26722, 0.81032, -2.52795)  -0.558
O (-0.03188, 1.88311, 1.89738)  -0.386
O (-2.00821, -1.24605, -1.86639)  -0.435
C (-1.26443, 1.42610, 1.49147)  0.479
C (-1.95524, 0.09711, -1.81465)  0.637
C (1.48025, 0.26075, 0.05835)  -1.091
C (0.37064, -1.31675, 1.54211)  -0.751
C (1.03131, -0.50539, -1.02700)  0.172
C (-0.16916, -1.98637, 0.45225)  -0.717
C (1.08065, -0.11079, 1.35717)  0.506
C (0.10696, -1.52417, -0.83707)  0.285
N (2.07107, 2.30573, 4.13695)  -0.678
N (1.04488, -2.70491, -3.63053)  -0.633
C (-1.84832, 1.84132, 0.14627)  -0.570
C (-2.66839, 0.78571, -0.66705)  -0.675
C (0.90844, 0.93395, 2.46181)  0.059
C (-0.75374, -1.96395, -1.99093)  0.140
C (2.22120, 1.59509, 2.84102)  -0.601
C (-0.18671, -1.90949, -3.45030)  -0.825
H (2.05382, 1.17923, -0.05936)  0.325
H (0.03565, -1.60875, 2.50998)  0.334
H (1.25687, -0.13979, -1.99373)  0.363
H (-0.87221, -2.82908, 0.57580)  0.323
H (2.95063, 2.70878, 4.47878)  0.227
H (1.32640, 3.01332, 4.04440)  0.227
H (1.36220, -2.74387, -4.62069)  0.242
H (1.76853, -2.37992, -2.98936)  0.267
H (-1.02633, 2.19615, -0.47450)  0.408
H (-2.48147, 2.69167, 0.29859)  0.405
H (-3.04379, -0.00373, -0.04369)  0.452
H (-3.56148, 1.25550, -1.09403)  0.357
H (0.46063, 0.47970, 3.37471)  0.427
H (-1.07851, -3.03337, -1.75382)  0.455
H (2.97888, 0.79623, 2.89061)  0.408
H (2.51103, 2.32372, 2.06109)  0.228
H (0.06969, -0.88078, -3.70910)  0.323
H (-0.93933, -2.27731, -4.14885)  0.421

E_HOMO: -9.1353 eV
SMILES: NC[C@@H]1OC(=O)CCC(=O)O[C@H](CN)c2ccc1cc2
HOMO-LUMO gap: 9.878 eV
M: 278.31 g/mol
Lowest unoccupied orbital energy: 0.743 eV


<B>
Density functional theory data (ωB97M-V/def2-TZVPD) for C14H18N2O4 in the gas phase.

Last column: Mulliken charge in e.
Positions of all 38 atoms, in Å:
C (7.69856, 0.60556, -0.50425)  -0.634
H (8.55301, -0.01178, -0.76875)  0.228
H (7.85962, 1.09062, 0.46049)  0.294
H (7.53104, 1.37415, -1.26134)  0.293
O (6.58608, -0.27423, -0.43677)  -0.414
C (5.40418, 0.31047, -0.12488)  0.635
O (5.26989, 1.48664, 0.08236)  -0.618
N (4.44040, -0.65307, -0.09735)  -0.081
C (3.08152, -0.52105, 0.18309)  1.010
C (2.28570, -1.66507, 0.12459)  -0.595
C (0.93690, -1.58626, 0.39485)  -0.968
C (0.34462, -0.36672, 0.71469)  0.381
C (1.14646, 0.76861, 0.78702)  -0.636
C (2.50129, 0.69740, 0.52672)  -0.761
H (3.11691, 1.57869, 0.59090)  0.537
H (0.72689, 1.71962, 1.08099)  0.421
C (-1.11710, -0.36054, 1.00230)  0.503
O (-1.69878, -1.33936, 1.43355)  -0.652
N (-1.74958, 0.81232, 0.75009)  -0.068
H (-1.25381, 1.54741, 0.27317)  0.262
C (-3.16786, 0.98601, 0.93974)  -1.115
H (-3.50501, 0.18776, 1.60472)  0.384
C (-3.95064, 0.91991, -0.38657)  0.278
H (-3.54903, 1.67992, -1.07032)  0.332
C (-3.91570, -0.49201, -1.00976)  -0.551
H (-3.35909, -0.50744, -1.94475)  0.354
H (-3.44829, -1.18983, -0.31615)  0.218
C (-5.39395, -0.83678, -1.20908)  -0.520
H (-5.60649, -1.89170, -1.05621)  0.334
C (-6.06287, 0.05256, -0.16247)  -0.476
H (-7.09564, 0.31290, -0.39601)  0.336
O (-5.31181, 1.24991, -0.16789)  -0.465
H (-6.02472, -0.42054, 0.82899)  0.264
H (-5.72520, -0.54600, -2.20652)  0.244
H (-3.36034, 1.95297, 1.41388)  0.300
H (0.31525, -2.46800, 0.36408)  0.443
H (2.73301, -2.61554, -0.12923)  0.319
H (4.76460, -1.58749, -0.30792)  0.181

E_HOMO: -8.7300 eV
SMILES: COC(=O)Nc1ccc(C(=O)NC[C@H]2CCCO2)cc1
HOMO-LUMO gap: 9.363 eV
M: 278.31 g/mol
Lowest unoccupied orbital energy: 0.633 eV


So which one is most stable? That would be <B>, about 48.8 kcal/mol below the next structure.